*w*
Density functional theory data (ωB97M-V/def2-TZVPD) for C4H11N2S as an isolated structure.

Atoms and positions in Å:
N: 2.633 -0.452 -0.465
C: 1.374 0.278 -0.439
C: 0.468 1.199 1.768
S: -1.100 1.911 1.292
C: 0.207 -0.670 -0.741
N: -1.069 -0.131 -1.220
C: -2.197 -0.937 -0.650
H: 3.406 -0.133 0.198
H: 1.122 0.742 0.576
H: 1.264 1.228 -1.065
H: 0.480 0.245 2.354
H: 1.258 1.890 2.137
H: 0.090 -1.202 0.151
H: 0.693 -1.367 -1.517
H: -1.265 0.789 -0.810
H: -1.992 -1.028 0.421
H: -2.280 -1.939 -1.199
H: -3.093 -0.421 -0.789

Highest occupied orbital energy (spin up / spin down): 2.79 / 1.77 eV
Spin multiplicity: 2
⟨S²⟩: 0.757
Total charge: -2
HOMO-LUMO gap (spin up / spin down): 3.55 / 4.43 eV



*x*
Density functional theory data (ωB97M-V/def2-TZVPD) for C4H11N2S as an isolated structure.

Atoms and positions in Å:
N: -2.518 2.311 1.024
C: -1.154 2.254 0.791
C: 0.635 -3.171 0.275
S: 1.814 -2.444 -0.869
C: -0.488 1.008 0.638
N: 1.036 0.748 0.173
C: 0.891 0.756 -1.292
H: -2.984 1.659 0.333
H: 0.785 -4.223 0.349
H: -0.592 3.062 1.203
H: 0.716 -2.841 1.300
H: -0.341 -2.899 -0.114
H: -0.915 0.112 1.083
H: -0.898 1.686 -0.346
H: 1.547 -0.134 0.395
H: 0.027 0.029 -1.560
H: 0.580 1.677 -1.755
H: 1.859 0.411 -1.629

Highest occupied orbital energy (spin up / spin down): 3.07 / 0.74 eV
Spin multiplicity: 2
⟨S²⟩: 0.757
Total charge: -2
HOMO-LUMO gap (spin up / spin down): 3.21 / 5.52 eV



Which is the most stable structure? *w* is the most stable.